Below is an isolated ion of composition C11H21N2O2 and charge +1 in a non-equilibrium geometry, with properties calculated with ωB97M-V/def2-TZVPD.

Properties
SMILES	CC(C)(C)n1cc[n+](C(C)(C)C)c1OO
Kohn-Sham gap	9.495	eV
total charge	+1

CARTESIAN COORDINATES (ANGSTROEM)
H (-0.2521, 2.3735, -2.1263)
C (2.4737, 1.4837, -2.0228)
H (-2.4327, -1.6051, 1.0596)
H (1.6901, -0.9086, 2.0792)
O (-1.5656, 0.4370, -0.5565)
H (-2.2109, 0.6836, 1.2272)
H (0.1362, -1.7482, 3.9533)
H (0.4415, -0.0871, 3.9073)
C (1.7929, -0.3541, -0.0405)
H (1.9433, -0.4381, -4.0691)
N (0.8001, 0.1306, -0.8529)
H (-2.8115, 0.3551, 2.9174)
C (1.5856, -0.6511, -2.9931)
C (-1.8875, 0.5144, 2.2829)
H (0.5885, -1.2061, -3.0540)
C (-0.9552, -0.7526, 2.2187)
H (-0.8157, 0.9963, -2.9951)
H (-2.4076, -1.9656, 2.8775)
O (-1.9836, -0.6698, -1.3827)
H (-1.5078, -2.9932, 1.8119)
C (1.1886, 0.6896, -2.2674)
H (2.7797, -0.5176, -0.4784)
C (0.0494, 1.5952, -2.8321)
C (-0.3135, -0.8949, 3.6246)
N (-0.0695, -0.4777, 1.1205)
H (3.3353, 0.7461, -1.9081)
H (2.2977, -1.1585, -2.4175)
H (-1.1294, -0.7035, 4.4641)
H (2.6630, 2.3005, -1.2954)
C (-1.9176, -1.9649, 1.8877)
H (-2.4318, -0.4111, -2.1138)
C (-0.3589, 0.1356, -0.1925)
C (1.2643, -0.7092, 1.1597)
H (-1.5308, 1.4571, 2.6433)
H (0.4066, 2.0183, -3.7447)
H (2.8334, 1.8933, -3.0110)

***

Below is C21H56BrO14P3Si2 as an isolated structure in a non-equilibrium geometry, with properties calculated with ωB97M-V/def2-TZVPD.

Properties
Kohn-Sham gap	7.873	eV
total charge	0

CARTESIAN COORDINATES (ANGSTROEM)
H (-3.0175, 7.7353, -5.5094)
O (-1.3075, -2.7188, -1.3300)
H (-7.8509, -1.1077, 5.8408)
H (2.4554, -0.5935, -2.3671)
H (7.2427, -0.5980, 1.9869)
Si (0.0437, -2.6754, -2.5023)
H (3.2757, -1.4464, 7.2442)
C (2.9100, -1.4649, -3.0024)
H (-3.2430, 6.1822, -4.7238)
H (0.7352, 3.5764, -3.2318)
H (-1.4120, -3.4135, -4.5307)
H (-2.2181, -0.7601, 5.9104)
H (6.7346, -2.2376, 3.8917)
H (-3.6175, -2.0619, 1.2966)
H (2.8132, 6.2193, -6.9105)
H (0.1211, -1.2666, -2.9615)
O (1.4738, -3.1690, -1.6101)
O (-4.9514, -0.9464, 3.2884)
H (3.2573, -2.4181, 0.3042)
H (2.0963, 6.7129, -9.2146)
O (-2.4971, -2.5004, 4.8080)
H (-7.1911, -1.7564, 4.3238)
H (0.4345, 6.2183, -8.8364)
H (2.0708, -2.5587, 5.4459)
H (-7.2872, -2.7932, 5.7381)
C (3.4172, -1.0790, 6.2246)
C (2.7143, -2.9664, -2.3740)
H (-4.4661, 6.7580, -5.8626)
H (1.1011, 7.6645, -8.0847)
Si (-2.7477, -1.9717, -2.0054)
O (-0.8843, 5.1398, -4.6742)
H (6.6885, -0.8632, 4.9914)
O (5.1617, -0.8916, 3.6394)
H (3.6072, -3.1165, -1.5956)
H (7.2315, 0.7113, 3.1575)
H (0.7357, -2.1843, 0.3662)
C (1.8599, 5.8143, -7.2640)
H (-1.6655, -4.1930, 2.3423)
P (-0.3458, 4.8316, -6.2177)
H (-5.5002, -0.2908, 5.5759)
H (-3.3484, -2.3271, 7.4463)
O (-4.7328, -2.2063, 5.2734)
H (-5.6143, -1.4093, 6.9310)
C (1.3490, 6.6515, -8.4195)
C (6.5180, -1.1656, 3.9523)
C (1.3674, -1.8643, 1.1987)
Br (-2.4802, 0.2036, -2.6685)
C (-2.6589, 6.0375, -6.8012)
H (-2.2293, 4.3512, -3.3593)
H (1.3951, -2.6679, 1.9412)
H (-3.8903, -3.8056, 1.2028)
O (3.5343, -0.9795, 1.7681)
O (2.9838, -1.5877, 3.9116)
H (-2.9024, 4.9700, -6.8466)
O (0.4715, 3.5795, -5.8154)
H (-2.1574, -3.5784, 7.1361)
H (2.5808, -1.4313, -4.1487)
H (-3.3039, -2.7747, -3.0864)
H (-1.4942, 3.1607, -4.4284)
H (0.4194, -3.6480, -4.9087)
H (2.0341, 4.7803, -7.5783)
C (-2.2959, -2.4955, 7.2071)
C (-5.6978, -1.3351, 5.8413)
H (-1.6962, -2.1098, 8.0356)
C (7.4251, -0.3608, 3.0408)
P (-3.7922, -1.6804, 4.0061)
H (-1.5057, -3.3603, 0.7758)
C (-0.2351, 3.8134, -2.7816)
C (-1.9180, -1.8141, 5.9073)
C (-3.3901, -3.0191, 1.7764)
C (-0.3840, -3.7614, -4.0334)
P (4.2578, -2.0275, 2.8270)
C (-7.0884, -1.7656, 5.4145)
O (5.3980, -2.4212, 1.8562)
O (-1.2590, 6.2305, -6.6672)
H (0.9067, -0.9960, 1.6820)
H (2.7108, -0.7814, -0.0780)
H (-0.5256, 2.9867, -2.1273)
H (3.7779, -2.9761, 5.2397)
H (-0.0853, 4.7110, -2.1716)
H (4.0871, -1.2681, -3.0263)
C (3.0592, -2.1492, 5.2131)
H (-0.8317, -1.8513, 5.7753)
H (-1.3701, -2.4576, 2.2977)
O (-3.9142, -3.0546, 3.0898)
C (-1.2894, 4.0638, -3.8432)
H (-2.9574, 6.4886, -7.7532)
H (4.4607, -0.7731, 6.1186)
H (2.8086, -0.1820, 6.0774)
H (-3.7591, -1.9674, -0.9172)
C (-1.8962, -3.2739, 1.7930)
H (8.4779, -0.5554, 3.2636)
C (2.7653, -1.5316, 0.7169)
H (2.9025, -3.8043, -3.2022)
H (-0.5263, -4.9087, -3.7788)
O (0.9527, 5.8589, -6.1796)
C (-3.3921, 6.7191, -5.6635)

***

Below is a 2-piece molecular cluster, C4H8O2 overall in a non-equilibrium geometry, with properties calculated with ωB97M-V/def2-TZVPD.

Properties
SMILES	C=CCC=O.O
Kohn-Sham gap	9.815	eV
total charge	0

CARTESIAN COORDINATES (ANGSTROEM)
H (0.9647, 1.4953, 1.1670)
O (-1.2708, -1.3718, 0.7414)
C (-1.1111, -0.1955, 1.0269)
H (-1.0358, 0.0374, 2.0941)
H (0.9213, -2.4365, -0.5235)
H (1.0003, 0.1546, -1.6165)
H (-1.4158, 1.8632, 0.4570)
H (-1.1874, 0.7392, -0.9391)
O (0.4135, -1.7480, -0.9821)
C (0.5810, 1.0154, 0.2699)
H (-0.5689, -1.6745, -0.4964)
C (-0.9194, 0.9515, 0.1012)
C (1.3815, 0.5328, -0.6767)
H (2.4524, 0.6732, -0.6078)

***

Below is a 2-piece molecular cluster, C5H10O overall in a non-equilibrium geometry, with properties calculated with ωB97M-V/def2-TZVPD.

Properties
SMILES	C[C@H]1[C@H]2C[C@@H]12.O
Kohn-Sham gap	9.946	eV
total charge	0

CARTESIAN COORDINATES (ANGSTROEM)
H (-1.8094, -1.1625, 0.1132)
H (-2.2529, 0.0633, 1.2843)
C (0.9497, -1.1495, 0.6729)
C (-1.8501, -0.0798, 0.2622)
C (1.2079, 0.0847, -0.0701)
H (0.2282, -1.8577, 0.2684)
H (-2.6151, 0.3156, -0.4198)
H (2.1943, 0.4026, -0.4513)
H (-0.5975, 1.7106, 0.0377)
H (1.0859, 1.1105, -2.4039)
C (-0.4633, 0.6297, 0.1812)
H (0.0606, 0.3554, -1.5804)
H (0.8383, 0.7285, 2.0726)
H (1.7967, -1.6082, 1.1767)
C (0.5376, 0.2210, 1.1818)
O (0.6890, 0.2357, -2.3256)

***

Below is C39H33FN6NaO4SSe as an isolated structure in a non-equilibrium geometry, with properties calculated with ωB97M-V/def2-TZVPD.

Properties
Kohn-Sham gap	4.980	eV
total charge	-1

CARTESIAN COORDINATES (ANGSTROEM)
H (15.0068, 8.7586, 15.5401)
H (14.9203, 17.3813, 19.5321)
C (17.4657, 14.3971, 19.2093)
N (13.6513, 11.9879, 16.9736)
H (14.9780, 17.6488, 17.1245)
C (18.4343, 14.4399, 18.2050)
H (11.3976, 18.4694, 18.0094)
O (14.2954, 6.9342, 16.2461)
H (13.2839, 14.2101, 8.9993)
H (11.3879, 16.7555, 18.4798)
H (13.1242, 8.4033, 18.3651)
H (12.6534, 17.3160, 20.3960)
H (13.9034, 19.0749, 17.2335)
H (18.7942, 14.5882, 16.1041)
S (10.8192, 12.7571, 8.5929)
H (11.3130, 11.4858, 6.0335)
C (15.3558, 7.8279, 16.0365)
H (7.5067, 15.0067, 15.6424)
H (13.4902, 7.4034, 16.4521)
H (14.5170, 14.2306, 23.2115)
C (14.2635, 18.2008, 19.1428)
C (18.0443, 14.5959, 16.8860)
O (12.2636, 10.6039, 9.0288)
C (17.8178, 14.3229, 20.6203)
C (11.6628, 11.2344, 8.2142)
C (12.8327, 14.6259, 20.3268)
C (15.0613, 14.6212, 19.8904)
H (9.9206, 15.5868, 15.3749)
C (14.4341, 15.0557, 14.4437)
H (16.0254, 7.3316, 15.3336)
C (14.3165, 14.3789, 22.1670)
C (13.4544, 14.5068, 11.0676)
H (11.1727, 9.8055, 6.7143)
H (10.6972, 13.1906, 18.8691)
O (13.0183, 17.2343, 17.4138)
C (15.4015, 14.3788, 21.2531)
C (9.6082, 14.9767, 16.2405)
C (11.6680, 10.7780, 6.7819)
Se (19.0426, 14.0117, 22.7676)
H (19.4592, 14.4028, 18.5024)
C (12.0332, 17.6270, 18.3336)
C (7.8193, 14.0084, 17.5037)
C (10.0403, 13.6423, 18.1130)
N (19.0753, 14.1994, 20.9928)
C (11.1082, 13.1606, 11.3623)
C (16.8098, 14.2863, 21.6514)
C (13.2439, 9.3956, 17.9372)
H (14.3695, 15.0306, 10.9653)
H (12.3829, 19.0591, 19.9952)
N (13.7775, 14.7428, 19.4637)
H (15.6196, 11.7736, 17.3855)
C (12.7779, 18.0855, 19.6073)
N (15.7522, 14.7462, 17.5619)
C (16.0977, 14.5736, 18.8857)
C (10.5787, 14.4860, 17.1285)
H (10.1410, 12.7138, 11.4214)
C (12.4579, 11.4474, 17.0036)
C (14.5328, 9.9232, 17.8118)
C (12.8393, 14.0104, 9.9521)
H (16.1854, 14.7493, 15.6272)
H (11.1484, 9.8860, 17.6331)
C (16.6726, 14.6718, 16.6311)
C (14.6752, 11.2474, 17.3892)
Na (13.3030, 14.9821, 16.5976)
C (11.6487, 13.3257, 10.0746)
H (16.9741, 7.7188, 17.4326)
C (8.6836, 13.4320, 18.3499)
C (13.0332, 14.4250, 21.6859)
H (12.1909, 14.3027, 22.4129)
C (13.7654, 14.6337, 13.5099)
C (15.7394, 9.1143, 18.1502)
C (12.9924, 14.2609, 12.3691)
N (16.1137, 8.1830, 17.2314)
N (17.3033, 14.2100, 22.8674)
C (11.7507, 13.6469, 12.4852)
O (16.4009, 9.2514, 19.1509)
H (11.3680, 13.5719, 13.5126)
H (14.7037, 19.1360, 19.4813)
H (12.7220, 10.5919, 6.5203)
C (12.1943, 10.1634, 17.5129)
C (8.2362, 14.7105, 16.3874)
H (11.6401, 12.0680, 16.7027)
H (8.4367, 12.7516, 19.1223)
F (6.4899, 13.7831, 17.7304)
C (14.1596, 18.0988, 17.6473)
H (11.8731, 14.7965, 19.8806)

***

Below is one molecule with the formula C10H8O2S in a non-equilibrium geometry, with properties calculated with ωB97M-V/def2-TZVPD.

Properties
SMILES	O=S(=O)(c1ccccc1)[C@]12[C@@H]3[C@H]1[C@@H]32
Kohn-Sham gap	8.988	eV
total charge	0

CARTESIAN COORDINATES (ANGSTROEM)
S (-1.0912, 0.7905, 1.4991)
C (0.6089, -1.3905, 1.2709)
H (-2.9266, -0.9612, -1.9922)
C (2.8046, -1.2147, 0.1360)
H (-0.6042, 0.8547, -2.4476)
C (0.4749, -0.0113, 1.0732)
H (-3.4327, 2.2554, -1.6762)
H (1.2957, 1.6445, 0.1419)
C (1.4309, 0.6837, 0.3119)
C (1.7963, -1.9658, 0.8115)
C (-2.6686, -0.0463, -1.5339)
H (3.7923, -1.6276, -0.2918)
C (-2.0310, 0.6907, -0.4562)
H (-0.2130, -1.7894, 1.8117)
O (-0.8221, 2.1159, 1.9615)
H (3.2853, 0.6872, -0.6763)
C (-1.4264, 0.8842, -1.7721)
C (-2.8042, 1.4353, -1.4509)
C (2.6227, 0.1126, -0.1024)
O (-1.8436, -0.1453, 2.3099)
H (1.7518, -3.0024, 1.0721)